Entry from the OMol25 dataset: a molecular structure, C5H32NO11S (ωB97M-V/def2-TZVPD).

Summary:
gap between HOMO and LUMO = 8.74 eV
relative energy (zero: lowest compared OMol25 entry of this formula, charge and spin) = 165.4 kJ/mol
calculated total energy = -1490.36377 Ha
max |F| = 6.8 eV/Å
spin multiplicity = 1
LUMO level = 2.7 eV
net charge = -1

Geometry (Å):
C 1.108 -1.057 1.504
C 0.869 -0.569 2.919
S -0.735 -1.153 3.579
C 0.186 -0.396 0.482
N 0.877 -0.392 -0.840
C -0.014 -0.558 -2.021
C -0.454 0.732 -2.715
O -1.735 1.109 -2.303
H 2.165 -0.853 1.195
H 1.035 -2.121 1.407
H 1.631 -0.954 3.634
H 0.857 0.506 2.937
H -1.450 -0.020 3.583
H -0.094 0.645 0.810
H -0.723 -0.994 0.432
H 1.413 0.483 -0.937
H 0.530 -1.212 -2.748
H -0.969 -1.116 -1.753
H 0.280 1.551 -2.543
H -0.516 0.575 -3.867
H 3.514 0.293 -1.003
H 3.024 -1.125 -0.882
O 3.790 -0.635 -0.821
H 1.284 2.625 -0.225
H 2.812 2.594 -0.205
O 2.068 2.372 -0.811
H -2.556 2.759 0.147
H -1.989 1.698 2.049
O -1.502 1.965 2.808
H -0.547 -3.221 -0.506
H 0.750 -2.659 -0.747
O 0.261 -3.483 -0.836
H -2.670 0.416 -0.002
H -2.747 -0.134 -1.367
O -3.051 -0.344 -0.497
H -2.214 -2.919 1.008
H -2.546 -1.942 -0.176
O -2.194 -2.827 0.010
H -0.053 -3.646 -2.548
H -1.170 -3.264 -3.358
O -0.286 -3.559 -3.455
H 1.693 2.454 1.624
H 2.639 1.240 1.506
O 2.573 2.145 1.877
H -0.939 2.455 0.482
H -1.741 1.506 -1.347
O -1.978 2.007 0.178
H 0.065 3.770 0.965
H -0.725 2.347 2.401
O 0.175 2.908 0.971


Entry from the OMol25 dataset: 3 unconnected molecules or ions with the total composition C36H77N2O11P2S2 (ωB97M-V/def2-TZVPD).

Summary:
gap between HOMO and LUMO = 7.37 eV
calculated total energy = -3833.31921 Ha
max |F| = 9.6 eV/Å
spin multiplicity = 1
LUMO level = -3.6 eV
net charge = +1

Geometry (Å):
C 1.519 -1.026 -1.909
C -0.141 -0.991 -1.793
S -0.697 0.582 -2.645
C -1.860 1.489 -1.430
C -1.769 3.076 -1.831
N -0.377 3.719 -1.997
C 0.045 4.643 -1.073
O 1.342 5.327 -1.195
C -1.159 4.735 0.039
S -1.373 6.376 0.994
C -0.589 3.762 1.239
C 0.856 4.220 1.866
C 1.918 2.959 1.811
C 3.418 3.387 1.233
C 3.949 2.317 0.110
C 3.968 2.979 -1.394
C 5.253 2.544 -2.316
C 5.015 2.756 -3.927
C 3.995 3.983 -4.316
C 4.654 5.490 -4.073
O 3.673 6.572 -4.264
C 3.478 7.372 -3.044
C -2.476 4.205 -0.844
C -3.101 5.567 -1.580
C -3.803 5.264 -3.030
C -2.888 5.632 -4.339
O -1.439 5.692 -4.094
C -3.608 3.720 0.239
C -4.996 3.143 -0.416
C -6.242 4.027 -1.011
N -5.155 1.759 -0.432
H 1.803 -0.262 -2.762
H 1.898 -2.110 -2.140
H 1.916 -0.568 -0.906
H -0.503 -0.911 -0.662
H -0.664 -1.915 -2.287
H -1.630 1.241 -0.310
H -2.942 1.101 -1.712
H -2.111 3.047 -2.974
H 0.284 3.523 -2.805
H 1.638 5.413 -2.155
H -0.676 7.302 0.152
H -1.380 3.843 2.130
H -0.527 2.627 0.961
H 0.694 4.449 3.027
H 1.284 5.225 1.413
H 1.568 2.058 1.150
H 2.017 2.528 2.920
H 4.138 3.325 2.182
H 3.375 4.514 0.843
H 3.290 1.331 0.028
H 5.038 1.944 0.383
H 2.958 2.674 -1.953
H 3.993 4.141 -1.259
H 5.445 1.384 -2.156
H 6.230 3.138 -2.021
H 4.675 1.762 -4.444
H 6.074 3.030 -4.406
H 2.923 3.897 -3.814
H 3.804 3.910 -5.488
H 5.462 5.621 -4.937
H 5.236 5.529 -3.058
H 3.829 6.857 -2.053
H 4.046 8.407 -3.108
H 2.330 7.644 -2.909
H -2.306 6.411 -1.740
H -3.964 6.004 -0.879
H -4.848 5.828 -3.106
H -4.057 4.107 -3.074
H -3.261 6.644 -4.794
H -3.050 4.793 -5.173
H -0.936 4.970 -4.574
H -3.925 4.629 0.941
H -3.224 2.879 0.994
H -6.251 5.152 -0.687
H -6.146 3.975 -2.200
H -7.265 3.464 -0.771
H -6.090 1.502 -0.840
O 2.285 -1.486 2.192
P 3.074 -2.618 2.894
O 1.888 -3.756 2.682
C 1.777 -4.344 1.398
C 2.924 -5.299 1.127
O 2.619 -2.105 4.411
C 2.270 -0.757 4.684
C 0.760 -0.605 4.675
O 3.956 -3.884 3.678
C 3.989 -4.113 5.078
C 2.737 -4.813 5.576
H 1.731 -3.565 0.630
H 0.831 -4.893 1.370
H 3.874 -4.759 1.067
H 2.772 -5.830 0.183
H 3.020 -6.031 1.935
H 2.760 -0.063 3.995
H 2.646 -0.520 5.685
H 0.328 -0.906 3.714
H 0.471 0.430 4.876
H 0.306 -1.250 5.435
H 4.202 -3.192 5.629
H 4.843 -4.771 5.261
H 1.838 -4.207 5.425
H 2.821 -5.032 6.645
H 2.580 -5.751 5.035
O -2.286 -6.511 -0.956
P -3.486 -6.783 -0.016
O -2.584 -6.714 1.372
C -2.230 -5.429 1.852
C -3.429 -4.710 2.440
O -3.401 -8.428 -0.253
C -2.852 -9.000 -1.430
C -1.415 -9.419 -1.176
O -4.826 -7.086 1.034
C -5.329 -8.370 1.370
C -4.478 -9.064 2.419
H -1.779 -4.838 1.047
H -1.471 -5.566 2.628
H -4.168 -4.486 1.663
H -3.127 -3.767 2.905
H -3.928 -5.333 3.189
H -2.941 -8.326 -2.288
H -3.446 -9.888 -1.668
H -0.797 -8.573 -0.857
H -0.972 -9.855 -2.075
H -1.371 -10.158 -0.368
H -5.481 -8.986 0.478
H -6.325 -8.209 1.791
H -3.463 -9.259 2.063
H -4.928 -10.021 2.702
H -4.386 -8.440 3.313


Entry from the OMol25 dataset: 2 unconnected molecules or ions with the total composition C4H10N (ωB97M-V/def2-TZVPD).

Summary:
gap between HOMO and LUMO = 7.01 eV
relative energy (zero: lowest compared OMol25 entry of this formula, charge and spin) = 370.0 kJ/mol
calculated total energy = -212.77943 Ha
max |F| = 4.3 eV/Å
spin multiplicity = 1
LUMO level = -5.7 eV
net charge = +1

Geometry (Å):
C -1.976 -1.022 1.788
C -2.735 -0.605 0.775
H -2.304 -1.733 2.530
H -0.840 -1.055 1.829
H -3.785 -0.544 0.783
H -2.211 -0.747 -0.313
C 1.755 1.043 0.280
C 0.904 -0.071 -1.714
N 1.798 0.662 -1.178
H 1.852 0.131 0.885
H 2.607 1.721 0.597
H 0.760 1.542 0.615
H -0.147 -0.247 -1.260
H 1.069 -0.442 -2.720
H 2.717 0.667 -1.474


Entry from the OMol25 dataset: a molecular structure, C9H24BClFGaN3O8 (ωB97M-V/def2-TZVPD).

Summary:
gap between HOMO and LUMO = 7.32 eV
relative energy (zero: lowest compared OMol25 entry of this formula, charge and spin) = 0.0 kJ/mol
calculated total energy = -3633.05560 Ha
max |F| = 0.6 eV/Å
spin multiplicity = 1
LUMO level = 2.0 eV
net charge = -1

Geometry (Å):
C 3.228 2.205 2.360
C 2.928 3.261 1.286
C 1.625 3.054 0.526
Cl 0.254 3.235 1.738
Ga 1.531 1.386 -0.688
C 3.233 1.577 -1.835
C 4.258 0.482 -1.674
F 4.720 -0.023 -2.934
C 1.585 -0.366 0.331
B 0.298 -0.655 1.167
O -0.791 0.225 1.207
O 0.117 -1.811 1.906
H 4.227 1.775 2.259
H 3.153 2.623 3.366
H 2.517 1.380 2.300
H 2.949 4.257 1.748
H 3.724 3.254 0.532
H 1.469 3.912 -0.133
H 0.236 1.460 -1.631
H 2.945 1.620 -2.891
H 3.702 2.543 -1.615
H 3.886 -0.399 -1.147
H 5.169 0.827 -1.175
H 2.460 -0.415 0.996
H 1.725 -1.193 -0.384
H -0.714 0.882 1.907
H 0.894 -2.370 1.826
C -3.913 -0.011 1.633
N -4.943 0.354 2.640
O -4.648 0.324 3.814
O -6.046 0.669 2.221
H -2.990 -0.266 2.135
H -4.315 -0.854 1.079
H -3.781 0.845 0.978
C -7.905 -1.981 1.685
N -6.957 -3.130 1.708
O -7.420 -4.251 1.674
O -5.775 -2.865 1.758
H -8.909 -2.383 1.633
H -7.732 -1.400 2.585
H -7.654 -1.375 0.819
C 3.676 -2.093 -4.918
N 2.358 -2.663 -5.316
O 1.804 -3.419 -4.548
O 1.928 -2.340 -6.405
H 3.927 -2.463 -3.933
H 4.382 -2.410 -5.679
H 3.585 -1.012 -4.910


Entry from the OMol25 dataset: a molecular structure, C23H19BBr2CoF4N2P (ωB97M-V/def2-TZVPD).

Summary:
gap between HOMO and LUMO (alpha / beta) = 8.18 / 8.43 eV
relative energy (zero: lowest compared OMol25 entry of this formula, charge and spin) = 22.3 kJ/mol
calculated total energy = -8293.90550 Ha
max |F| = 1.0 eV/Å
spin multiplicity = 2
LUMO level (alpha / beta) = -4.0 / -3.8 eV
net charge = +1

Geometry (Å):
Co 1.421 0.007 -0.502
Br 1.603 0.889 6.007
C 1.417 0.596 4.173
C 1.221 -0.683 3.689
C 1.086 -0.839 2.324
N 1.135 0.188 1.473
C 1.338 1.425 1.946
C 1.483 1.666 3.297
C 1.418 2.502 0.918
C 1.440 3.846 1.233
C 1.541 4.760 0.197
Br 1.557 6.588 0.577
C 1.623 4.319 -1.109
C 1.567 2.956 -1.335
N 1.457 2.069 -0.346
H 1.183 -1.538 4.349
H 0.945 -1.821 1.890
H 1.662 2.661 3.674
H 1.369 4.190 2.254
H 1.727 5.009 -1.934
H 1.635 2.556 -2.337
F 3.623 0.821 -2.477
B 3.746 -0.257 -1.620
F 2.501 -1.095 -1.781
F 3.520 0.229 -0.264
F 4.842 -1.011 -1.769
C -0.914 0.001 -2.911
P -0.588 -0.615 -1.243
C -2.008 -0.103 -0.259
C -1.921 1.031 0.545
C -3.031 1.472 1.255
C -4.229 0.777 1.163
C -4.322 -0.355 0.361
C -3.216 -0.796 -0.350
C -0.662 -2.412 -1.334
C -0.761 -3.130 -0.140
C -0.762 -4.514 -0.156
C -0.654 -5.191 -1.367
C -0.560 -4.483 -2.555
C -0.561 -3.093 -2.542
H -1.823 -0.457 -3.300
H -0.075 -0.215 -3.573
H -1.052 1.081 -2.857
H -0.990 1.578 0.607
H -2.961 2.356 1.878
H -5.096 1.120 1.714
H -5.257 -0.895 0.291
H -3.291 -1.684 -0.968
H -0.872 -2.601 0.801
H -0.851 -5.067 0.770
H -0.643 -6.273 -1.381
H -0.484 -5.010 -3.497
H -0.479 -2.554 -3.478


Entry from the OMol25 dataset: a molecular structure, C4H6N2O (ωB97M-V/def2-TZVPD).

Summary:
gap between HOMO and LUMO = 9.15 eV
relative energy (zero: lowest compared OMol25 entry of this formula, charge and spin) = 446.3 kJ/mol
calculated total energy = -340.62494 Ha
max |F| = 0.4 eV/Å
spin multiplicity = 1
LUMO level = 0.6 eV
net charge = 0

Geometry (Å):
O 1.328 2.102 0.736
C 0.826 1.133 0.228
N 1.296 -0.153 0.260
C 0.418 -1.109 -0.358
C -0.812 -0.248 -0.632
C -1.553 0.965 0.482
N -0.438 1.144 -0.485
H 2.124 -0.387 0.784
H 0.246 -1.996 0.260
H 0.797 -1.443 -1.335
H -1.366 -0.459 -1.545
H -1.791 -0.300 0.139
H -1.076 0.753 1.465


Entry from the OMol25 dataset: a molecular structure, C26H34FN4O4PPd (ωB97M-V/def2-TZVPD).

Summary:
gap between HOMO and LUMO = 8.33 eV
relative energy (zero: lowest compared OMol25 entry of this formula, charge and spin) = 44.2 kJ/mol
calculated total energy = -2099.83785 Ha
max |F| = 1.4 eV/Å
spin multiplicity = 1
LUMO level = -5.0 eV
net charge = +2

Geometry (Å):
Pd -2.728 -1.797 -1.577
C 0.085 0.580 5.234
C 0.584 -0.647 4.491
N 0.172 -0.652 3.076
C -0.941 -1.308 2.731
C -1.465 -1.383 1.468
C -2.760 -2.158 1.365
O -3.066 -2.929 2.247
O -3.504 -1.854 0.342
C -0.764 -0.775 0.400
O -1.037 -0.843 -0.833
C 0.441 -0.032 0.775
C 1.174 0.642 -0.208
C 2.297 1.338 0.119
F 2.996 1.934 -0.869
C 2.757 1.435 1.443
C 2.027 0.779 2.415
C 0.887 0.027 2.099
N 3.902 2.176 1.819
C 4.914 1.550 2.657
C 5.316 2.546 3.747
N 5.140 3.940 3.185
C 5.518 3.987 1.731
C 4.485 3.179 0.930
H 0.394 0.532 6.278
H -1.003 0.628 5.205
H 0.473 1.503 4.800
H 0.183 -1.555 4.936
H 1.668 -0.740 4.532
H -1.466 -1.829 3.522
H 0.850 0.592 -1.239
H 2.333 0.885 3.446
H 5.787 1.263 2.059
H 4.535 0.641 3.115
H 6.356 2.437 4.048
H 4.679 2.479 4.626
H 5.683 4.614 3.727
H 4.156 4.198 3.270
H 6.520 3.567 1.663
H 5.555 5.025 1.412
H 4.994 2.753 0.063
H 3.695 3.833 0.567
C -4.962 -5.529 -2.282
C -4.522 -4.259 -1.623
N -5.102 -3.877 -0.508
O -3.610 -3.597 -2.196
H -5.540 -6.162 -1.612
H -4.087 -6.069 -2.636
H -5.576 -5.279 -3.148
H -5.769 -4.484 -0.061
H -4.712 -3.082 0.017
C -0.364 -2.101 -3.947
P -2.024 -1.498 -3.631
C -3.137 -2.127 -4.889
C -1.995 0.292 -3.748
C -0.800 1.006 -3.743
C -0.824 2.393 -3.722
C -2.036 3.068 -3.692
C -3.232 2.359 -3.686
C -3.213 0.974 -3.712
H 0.281 -1.810 -3.120
H 0.018 -1.704 -4.888
H -0.397 -3.189 -4.000
H -2.902 -1.685 -5.857
H -4.165 -1.891 -4.619
H -3.028 -3.210 -4.941
H 0.150 0.487 -3.772
H 0.105 2.948 -3.739
H -2.053 4.150 -3.681
H -4.177 2.884 -3.665
H -4.150 0.429 -3.715


Entry from the OMol25 dataset: 8 unconnected molecules or ions with the total composition C26H39Cl21N4OP (ωB97M-V/def2-TZVPD).

Summary:
gap between HOMO and LUMO = 8.07 eV
relative energy (zero: lowest compared OMol25 entry of this formula, charge and spin) = 0.0 kJ/mol
calculated total energy = -11313.40751 Ha
max |F| = 2.3 eV/Å
spin multiplicity = 1
LUMO level = -3.5 eV
net charge = +1

Geometry (Å):
C 1.843 1.065 4.386
C 2.055 2.083 3.228
P 0.447 2.856 2.751
C 0.766 4.669 2.570
N -0.008 2.374 1.080
N 0.633 2.767 0.031
N 0.082 2.287 -1.055
C -0.957 1.515 -0.613
C -1.845 0.748 -1.528
C -1.587 -0.809 -1.512
C -2.839 -1.586 -1.009
C -2.504 -3.026 -0.508
C -2.921 -3.284 0.948
O -2.724 -2.154 1.811
C -1.813 -2.424 2.872
N -1.025 1.580 0.713
C -2.027 0.854 1.530
C -2.728 1.682 2.610
C -4.005 0.963 3.098
C -5.155 1.111 2.106
C -5.428 0.022 1.297
C -6.438 0.149 0.363
C -7.164 1.310 0.273
C -6.906 2.370 1.109
C -5.876 2.279 2.027
H 2.352 0.116 4.199
H 0.779 0.887 4.578
H 2.251 1.449 5.327
H 2.607 1.641 2.392
H 2.662 2.900 3.640
H 0.938 5.108 3.553
H 1.601 4.795 1.872
H -0.107 5.121 2.086
H -2.912 0.903 -1.342
H -1.593 1.095 -2.535
H -0.759 -0.995 -0.814
H -1.308 -1.186 -2.499
H -3.554 -1.676 -1.834
H -3.340 -0.992 -0.240
H -3.102 -3.709 -1.122
H -1.454 -3.316 -0.686
H -2.404 -4.161 1.365
H -3.992 -3.535 0.972
H -1.969 -3.409 3.323
H -1.964 -1.643 3.628
H -0.781 -2.320 2.494
H -1.566 -0.067 1.894
H -2.800 0.542 0.822
H -2.907 2.724 2.319
H -2.052 1.737 3.471
H -4.314 1.442 4.035
H -3.778 -0.087 3.308
H -4.861 -0.900 1.391
H -6.665 -0.694 -0.286
H -7.971 1.438 -0.444
H -7.473 3.296 1.078
H -5.611 3.097 2.694
C 2.507 1.024 -3.285
Cl 4.146 1.657 -3.133
Cl 1.775 1.553 -4.802
Cl 2.506 -0.732 -3.169
H 1.913 1.414 -2.467
C 2.483 5.016 -6.798
Cl 3.086 6.290 -5.737
Cl 0.809 5.333 -7.262
Cl 3.506 4.861 -8.229
H 2.515 4.079 -6.255
C 3.340 -3.104 -0.058
Cl 3.599 -4.317 -1.314
Cl 1.637 -3.021 0.402
Cl 4.364 -3.442 1.336
H 3.612 -2.133 -0.456
C -4.283 -6.925 0.476
Cl -5.209 -6.684 -1.005
Cl -2.667 -6.222 0.316
Cl -5.129 -6.231 1.861
H -4.175 -7.989 0.642
C 7.585 -3.847 3.600
Cl 7.800 -5.055 2.334
Cl 5.886 -3.783 4.090
Cl 8.613 -4.184 5.001
H 7.859 -2.877 3.202
C 1.035 6.003 -11.267
Cl -0.447 5.122 -10.883
Cl 1.106 6.381 -12.989
Cl 1.157 7.472 -10.298
H 1.878 5.368 -11.024
C 12.347 -4.072 2.049
Cl 13.104 -2.499 1.790
Cl 10.872 -3.909 3.008
Cl 12.004 -4.861 0.507
H 13.040 -4.694 2.601


Entry from the OMol25 dataset: 2 unconnected molecules or ions with the total composition H3OP (ωB97M-V/def2-TZVPD).

Summary:
gap between HOMO and LUMO = 9.57 eV
relative energy (zero: lowest compared OMol25 entry of this formula, charge and spin) = 159.3 kJ/mol
calculated total energy = -418.30377 Ha
max |F| = 4.1 eV/Å
spin multiplicity = 1
LUMO level = 0.4 eV
net charge = 0

Geometry (Å):
O -0.567 -0.481 0.487
P 0.694 0.474 0.375
H -1.509 -0.424 0.769
H 1.237 -0.644 -0.250
H 0.146 1.075 -1.381